Density functional theory data (the ωB97M-V functional and the def2-TZVPD basis) for a 2-piece molecular cluster, C3H10N2O overall in a non-equilibrium geometry.

Atoms and positions in Å:
O -2.2784 0.8200 -0.6360
N 0.9072 -1.0261 -0.3474
N -0.9331 0.6121 1.3331
C 1.9634 -1.6730 0.3776
C 1.3215 0.2495 -1.1172
C -1.7238 1.2270 0.3674
H 1.4148 -2.4707 0.9820
H -0.1535 1.0099 1.8693
H 2.9141 -1.9823 -0.2040
H 0.6985 -1.7470 -1.1401
H -1.6893 2.2765 0.6224
H 1.9974 0.0423 -1.9994
H 2.2821 -0.8788 1.1169
H 0.4000 0.7585 -1.4425
H 1.8263 0.8924 -0.4227
H -0.6487 -0.3831 1.0391

The calculation puts the lowest unoccupied orbital energy (spin up / spin down) at -3.53 / -9.23 eV. The calculation puts the relative energy (zero: lowest compared OMol25 entry of this formula, charge and spin) at 310.0 kJ/mol. As for the multiplicity: 2. Its molar mass is 90.1 g/mol. The electronic energy comes out at -8290.416 eV. Its charge is +1. Its frontier orbital gap (spin up / spin down) is 10.8 / 4.9 eV.

Now the natural (NBO) charges, all in e:
1. O -0.51
2. N -0.19
3. N -0.78
4. C -0.50
5. C -0.46
6. C 0.53
7. H 0.27
8. H 0.42
9. H 0.31
10. H 0.43
11. H 0.13
12. H 0.27
13. H 0.23
14. H 0.27
15. H 0.23
16. H 0.37